[1]
Here is a cluster of 12 separate species, H24O12 in total at a distorted geometry from OMol25. Energies are from the ωB97M-V functional and the def2-TZVPD basis.

**SMILES string**: O.O.O.O.O.O.O.O.O.O.O.O
**Gap between HOMO and LUMO**: 9.71 eV
**E_LUMO**: -0.0155 hartree
**Energy relative to the best compared isomer or geometry (same formula, charge and spin)**: 5.873 eV

Atoms and positions in Å:
O  0.20  0.18  0.28
H  -0.57  0.04  -0.16
H  0.62  0.92  -0.18
O  -4.21  0.84  2.47
H  -3.81  0.60  1.60
H  -4.15  -0.01  2.84
O  -3.50  -0.63  -2.41
H  -3.15  -0.64  -1.52
H  -3.17  -1.49  -2.81
O  3.19  0.31  2.13
H  2.58  0.49  1.47
H  2.70  -0.02  2.93
O  3.80  -1.83  0.61
H  3.37  -1.75  1.49
H  3.35  -2.33  0.00
O  1.23  -2.94  1.08
H  0.69  -3.48  1.60
H  1.78  -3.65  0.68
O  -4.39  -2.35  -1.20
H  -3.85  -2.67  -0.53
H  -5.29  -2.26  -0.82
O  -4.11  2.31  -1.13
H  -4.94  1.93  -0.93
H  -4.10  3.01  -0.41
O  2.53  4.28  -1.06
H  2.87  3.87  -0.27
H  3.22  4.67  -1.46
O  -1.55  0.85  1.50
H  -1.30  1.76  1.85
H  -1.10  0.24  2.05
O  4.00  1.62  -0.80
H  3.48  1.81  -0.04
H  3.25  1.29  -1.44
O  3.84  -1.78  -2.60
H  3.16  -1.05  -2.87
H  3.32  -2.17  -1.92

=====

[2]
Here is a cluster of 2 separate species, CH3NOS2 in total at a distorted geometry from OMol25. Energies are from the ωB97M-V functional and the def2-TZVPD basis.

**SMILES string**: N=C=S.OS
**Gap between HOMO and LUMO**: 9.69 eV
**E_LUMO**: 0.0143 hartree
**Energy relative to the best compared isomer or geometry (same formula, charge and spin)**: 0.848 eV

Atoms and positions in Å:
N  1.23  -0.90  0.62
C  1.19  -0.68  1.82
S  1.01  -0.19  3.27
H  1.99  -0.87  -0.02
O  -0.75  1.33  -1.73
S  -1.29  -0.19  -1.22
H  -0.88  1.77  -0.85
H  -2.49  -0.26  -1.88

=====

[3]
Here is an isolated molecule of C5H9NO at a distorted geometry from OMol25. Energies are from the ωB97M-V functional and the def2-TZVPD basis.

**Gap between HOMO and LUMO**: 11.44 eV
**E_LUMO**: 0.0261 hartree
**Energy relative to the best compared isomer or geometry (same formula, charge and spin)**: 2.388 eV

Atoms and positions in Å:
C  -0.45  1.58  1.29
C  0.38  0.46  0.67
C  -0.33  -0.24  -0.49
O  -0.65  0.64  -1.55
C  0.57  -1.28  -1.18
C  0.54  -3.09  0.33
N  1.13  -2.22  -0.22
H  -1.42  1.22  1.64
H  0.07  2.02  2.14
H  -0.62  2.40  0.57
H  0.61  -0.29  1.44
H  1.33  0.85  0.30
H  -1.24  -0.73  -0.11
H  -1.26  1.31  -1.22
H  1.38  -0.78  -1.70
H  -0.04  -1.84  -1.90